100
Properties=species:S:1:pos:R:3:forces:R:3:lowdin_charge:R:1 method="wB97M-V/def2-TZVPD" smiles=Oc1ccc(O)cc1.Oc1ccc(O)cc1.Oc1ccc(O)cc1.Oc1ccc(O)cc1.c1ccncc1.c1ccncc1.c1ccncc1.c1ccncc1 fmax_ev_per_a=14.3 e_homo_ev=-7.583 total_charge=0
O -30.252 20.637 11.906 -2.3 -2.7 -1.3 0.0175
C -31.116 21.012 12.909 2.1 1.8 1.6 -0.3362
C -30.557 22.023 13.703 -10.1 -2.6 5.1 0.0823
C -31.356 22.634 14.889 -2.1 -7.8 -7.0 0.0507
C -32.623 22.083 15.150 2.2 -2.1 -2.1 -0.3337
O -33.304 22.509 16.200 -2.5 -0.3 2.2 0.0245
C -33.072 20.851 14.426 2.8 2.6 0.3 0.0182
C -32.315 20.425 13.294 -2.1 -0.2 1.7 -0.0358
H -30.691 19.809 11.499 1.4 1.9 0.6 0.1472
H -29.861 22.608 13.538 7.4 4.6 -2.4 0.0126
H -31.127 23.406 15.414 2.2 4.8 3.0 0.0143
H -33.311 23.411 16.553 0.7 -0.3 -1.0 0.1263
H -33.798 20.199 14.882 -0.6 0.2 -0.3 0.0920
H -32.826 19.590 12.811 0.8 0.0 -0.3 0.1100
O -29.435 17.707 20.856 1.4 -1.1 0.7 0.0098
C -28.190 18.314 20.710 -0.6 1.7 1.2 -0.3084
C -28.184 19.472 19.985 1.8 3.8 -2.0 0.0103
C -26.945 20.385 19.918 -2.6 -10.7 5.9 0.0647
C -25.809 19.950 20.632 -2.8 -0.6 0.3 -0.3547
O -24.748 20.739 20.531 0.7 1.3 -0.9 0.0751
C -25.936 18.823 21.482 2.7 -1.6 1.8 -0.0354
C -27.084 18.069 21.585 -0.8 3.5 -4.7 -0.0305
H -30.032 18.082 20.216 -0.3 0.2 -0.5 0.0478
H -29.147 19.813 19.418 2.0 -0.7 1.0 0.1233
H -26.841 21.136 19.386 0.3 7.1 -5.1 0.0016
H -24.002 20.539 21.069 0.6 -0.7 0.8 0.0976
H -25.003 18.354 22.172 -2.4 1.9 -2.0 0.1771
H -27.171 17.292 22.162 -0.1 -4.2 3.4 0.0562
O -26.612 18.859 25.021 -10.4 4.1 -8.9 0.0848
C -26.938 20.293 24.999 -1.9 -2.9 -3.1 -0.2500
C -27.649 20.969 23.948 0.5 2.1 -1.8 0.0436
C -27.913 22.467 24.043 0.3 -2.3 0.2 0.0069
C -27.778 23.056 25.329 0.3 -0.5 -1.1 -0.3745
O -28.179 24.361 25.508 0.1 0.8 1.0 -0.0039
C -27.201 22.262 26.300 -0.8 2.4 3.3 -0.0402
C -26.828 20.923 26.149 0.8 3.2 3.5 -0.0769
H -25.980 18.747 25.528 9.7 -1.5 7.8 -0.0646
H -27.886 20.485 22.911 0.7 0.8 2.1 0.1162
H -28.175 23.148 23.163 0.1 -1.5 1.2 0.1288
H -28.094 24.823 26.414 0.2 -1.9 -2.0 0.1543
H -27.211 22.895 27.359 0.5 -2.3 -2.4 0.1680
H -26.382 20.500 27.034 0.0 -0.5 0.0 0.1214
O -35.264 17.632 20.151 0.7 1.9 0.1 -0.0200
C -34.925 16.319 20.231 5.8 1.1 1.6 -0.3775
C -33.538 15.984 20.556 -2.0 -1.9 1.1 0.0298
C -33.226 14.545 20.921 -6.9 5.3 -3.4 -0.0113
C -34.059 13.549 20.533 -3.2 0.8 0.2 -0.2524
O -33.805 12.207 20.743 -3.7 0.9 -2.4 0.0422
C -35.452 13.987 20.014 5.7 -1.5 2.6 -0.0001
C -35.783 15.284 20.012 -5.7 0.9 -2.3 -0.0887
H -34.511 18.315 20.413 -1.5 -2.5 -0.5 0.1179
H -32.772 16.796 20.693 -0.9 -1.0 -0.1 0.0971
H -32.331 14.289 20.999 8.0 -1.8 1.7 0.0195
H -33.133 11.740 21.168 2.2 0.3 1.2 0.0740
H -36.068 13.194 19.863 -2.1 -1.8 -0.7 0.0657
H -36.999 15.537 19.629 3.8 -0.6 1.3 0.1980
C -33.387 22.956 25.546 4.1 2.7 -2.3 -0.0393
C -33.772 24.281 25.675 -2.8 -2.7 0.8 -0.0808
C -33.080 25.366 25.266 2.8 -7.5 -0.9 -0.1419
N -31.918 25.129 24.710 3.0 -0.3 -2.0 0.0686
C -31.482 23.874 24.411 -0.4 -0.5 0.3 -0.1162
C -32.196 22.743 24.803 -2.5 3.9 1.9 -0.0475
H -33.859 22.259 26.114 -1.6 -2.3 0.9 0.0732
H -34.788 24.177 25.996 -0.7 1.7 0.8 0.0981
H -33.415 26.244 25.309 -2.4 7.2 0.6 0.0402
H -30.528 23.561 23.864 -1.1 1.7 0.8 0.1027
H -31.842 21.823 24.709 1.7 -3.8 -0.8 0.0448
C -31.304 21.993 20.568 -2.6 -5.0 -0.1 -0.0448
C -31.052 21.086 21.603 -1.5 -0.8 -0.1 -0.0602
C -31.873 19.968 21.628 -1.7 -2.8 0.0 -0.1281
N -32.721 19.507 20.614 0.9 3.7 0.4 0.0455
C -32.935 20.445 19.619 1.6 -0.7 2.2 -0.0889
C -32.224 21.709 19.559 -0.8 -4.7 3.4 -0.0168
H -30.707 22.734 20.425 3.5 5.1 -0.5 0.0429
H -30.351 21.141 22.434 0.0 0.7 -0.4 0.0926
H -31.995 19.269 22.524 1.0 1.1 -1.2 0.1332
H -33.695 20.023 18.985 0.0 0.9 -1.0 0.0852
H -32.499 22.324 18.822 -0.6 2.5 -2.7 0.0386
C -29.244 24.526 17.224 1.2 1.4 0.4 -0.1002
C -29.130 23.165 17.224 1.7 -2.4 -0.9 -0.0858
C -27.888 22.591 16.683 -0.7 2.6 0.0 -0.1118
N -26.906 23.391 16.198 -0.6 -0.6 1.1 0.0355
C -26.999 24.754 16.334 1.6 -1.0 -2.2 -0.1615
C -28.127 25.329 16.829 -1.5 -0.5 -0.2 -0.0985
H -30.036 25.193 17.569 -0.5 -1.0 0.0 0.1033
H -29.847 22.348 17.452 0.0 1.3 0.2 0.0954
H -27.816 21.489 16.598 0.3 0.8 -0.1 0.1113
H -26.134 25.335 15.768 -1.9 -1.1 1.6 0.1413
H -28.357 26.375 16.732 0.5 0.4 0.3 0.0919
C -32.514 16.634 17.637 -1.2 2.2 -0.8 -0.0720
C -31.294 15.983 17.831 -2.3 0.6 -0.7 -0.0621
C -30.103 16.682 17.604 -2.2 -1.4 1.3 -0.1569
N -30.110 17.975 17.371 0.6 0.8 -0.2 0.0658
C -31.286 18.632 17.263 0.5 -2.9 0.2 -0.1571
C -32.525 18.019 17.335 0.6 0.4 -0.2 -0.0698
H -33.547 16.262 17.605 0.8 -0.9 0.5 0.1132
H -31.461 14.949 18.073 1.0 -0.5 0.1 0.0986
H -29.283 16.008 17.778 1.3 0.9 -0.4 0.1060
H -31.204 19.617 16.997 0.2 2.5 -0.4 0.0654
H -33.379 18.713 17.082 0.6 -1.5 0.5 0.1147

***

37
Properties=species:S:1:pos:R:3:forces:R:3:nbo_charge:R:1 method="wB97M-V/def2-TZVPD" fmax_ev_per_a=0.9 e_homo_ev=-6.396 total_charge=-1
Pt 1.056 0.303 -1.555 -0.3 -0.3 -0.7 0.6670
F 6.175 0.375 0.634 0.0 0.1 0.1 -0.6187
Te 4.321 0.269 0.847 -0.1 0.2 0.8 3.4435
F 4.700 -0.427 2.558 0.0 -0.2 -0.1 -0.6487
F 4.452 1.912 1.779 0.0 0.0 -0.1 -0.6555
F 4.299 1.380 -0.663 0.0 -0.2 -0.2 -0.6305
F 4.578 -1.468 0.211 0.1 0.1 -0.3 -0.6211
O 2.542 0.112 0.925 -0.1 0.0 0.2 -1.2456
Br 0.210 -4.072 -2.052 0.0 0.0 0.0 0.1190
C -1.442 -3.344 -1.516 0.0 0.0 0.0 -0.1238
C -2.603 -3.903 -2.037 0.0 0.0 0.0 -0.2200
C -3.842 -3.417 -1.655 0.0 0.0 0.0 -0.2000
C -3.931 -2.378 -0.741 0.0 0.0 0.0 -0.2405
C -2.775 -1.817 -0.225 0.0 0.0 0.0 -0.1566
C -1.527 -2.285 -0.618 0.0 0.0 0.0 -0.2511
I 0.175 -1.382 0.214 0.2 0.2 0.2 0.4901
H -2.523 -4.719 -2.741 0.0 0.0 0.0 0.2268
H -4.738 -3.859 -2.070 0.0 0.0 0.0 0.2140
H -4.897 -1.998 -0.433 0.0 0.0 0.0 0.2143
H -2.835 -1.004 0.484 0.0 0.0 0.0 0.2180
Br -2.540 1.775 -0.638 0.0 0.1 0.0 0.0864
C -1.797 2.368 0.996 -0.1 -0.1 0.1 -0.1074
C -2.644 2.464 2.093 0.0 0.0 0.0 -0.2392
C -2.142 2.857 3.323 0.0 0.0 0.0 -0.1969
C -0.792 3.143 3.466 0.0 0.0 0.0 -0.2286
C 0.054 3.038 2.375 0.0 0.0 0.0 -0.1392
C -0.447 2.657 1.135 0.1 -0.1 0.0 -0.2584
I 0.920 2.573 -0.434 0.0 0.6 0.3 0.4949
H -3.692 2.227 1.975 0.0 0.0 0.0 0.2257
H -2.810 2.929 4.172 0.0 0.0 0.0 0.2158
H -0.391 3.435 4.427 0.0 0.0 0.0 0.2206
H 1.114 3.229 2.483 0.0 0.0 0.0 0.2351
O 3.194 -0.224 -4.979 0.0 0.0 0.0 -0.9979
Se 2.910 -0.223 -3.407 -0.6 -0.6 -0.3 2.6860
O 1.440 -1.063 -3.000 0.5 -0.1 0.2 -0.9975
O 4.050 -0.726 -2.407 0.2 0.1 -0.4 -0.9891
O 2.179 1.264 -2.926 0.2 0.2 0.2 -0.9910

***

99
Properties=species:S:1:pos:R:3:forces:R:3:lowdin_charge:R:1 method="wB97M-V/def2-TZVPD" smiles="CC(C)(C)c1cccc(C(C)(C)C)c1N1C=CN(c2c(C(C)(C)C)cccc2C(C)(C)C)C1=Cc1ccccc1.O=C1C=CC(=O)O1" fmax_ev_per_a=2.4 e_homo_ev=-6.506 total_charge=0
C 2.060 -2.114 2.525 0.0 -0.3 -0.2 -0.0460
C 1.017 -1.536 3.473 -0.3 0.2 -0.2 -0.5334
C -0.292 -2.316 3.320 -0.2 -0.2 -0.2 -0.0357
C 1.558 -1.735 4.895 0.1 0.2 0.2 -0.0513
C 0.717 -0.028 3.264 0.0 0.1 -0.5 -0.0983
C -0.169 0.564 4.172 -0.1 0.3 0.4 -0.0446
C -0.550 1.892 4.053 -0.3 -0.5 -0.1 -0.0592
C 0.098 2.707 3.134 0.4 0.1 0.5 -0.0505
C 1.137 2.227 2.343 -0.3 -0.1 -0.3 -0.0559
C 2.152 3.252 1.750 -0.7 0.1 -0.2 -0.5236
C 2.206 3.247 0.232 0.2 0.1 -0.4 -0.0449
C 3.534 2.963 2.340 0.0 -0.1 0.3 -0.0341
C 1.738 4.691 2.109 0.0 0.1 0.2 -0.0675
C 1.203 0.792 2.214 -0.5 0.2 0.5 -0.0716
N 1.416 0.215 0.916 0.9 -0.1 -0.1 0.0345
C 2.580 0.170 0.159 0.3 -0.1 -0.5 -0.0770
C 2.265 -0.267 -1.074 0.5 0.1 0.2 -0.0575
N 0.898 -0.545 -1.117 0.1 -0.3 0.0 0.0535
C 0.187 -0.946 -2.310 -0.1 -0.2 -0.5 -0.0671
C -0.891 -0.167 -2.836 0.0 0.2 -0.2 -0.0733
C -1.037 1.391 -2.791 -0.3 -0.4 0.5 -0.5108
C -2.472 1.826 -3.134 -0.1 0.1 -0.1 -0.0527
C -0.036 1.947 -3.813 0.1 -0.2 -0.3 -0.0275
C -0.714 2.036 -1.467 -0.1 0.4 0.4 -0.0582
C -1.733 -0.789 -3.769 0.1 -0.1 -0.1 -0.0542
C -1.270 -1.837 -4.548 0.3 0.0 0.3 -0.0476
C -0.016 -2.344 -4.259 -0.4 -0.4 -0.2 -0.0573
C 0.592 -2.109 -3.018 0.2 0.1 0.0 -0.0794
C 1.650 -3.205 -2.663 -0.1 0.2 -0.4 -0.5188
C 1.077 -4.579 -3.069 -0.1 -0.3 -0.1 -0.0601
C 2.002 -3.363 -1.191 0.2 -0.1 0.4 -0.0536
C 2.896 -2.923 -3.513 0.2 0.0 0.0 -0.0378
C 0.380 -0.305 0.148 -1.7 0.6 0.5 -0.2088
C -0.943 -0.344 0.553 0.8 -0.5 0.3 -0.0556
C -1.914 -1.228 -0.076 -0.6 -0.2 -0.1 -0.2271
C -1.609 -2.589 -0.337 -0.2 0.6 -0.1 -0.0430
C -2.408 -3.343 -1.192 -0.2 0.2 0.0 -0.0768
C -3.565 -2.780 -1.745 0.1 0.0 -0.1 -0.1020
C -3.964 -1.501 -1.351 -0.1 -0.1 0.3 -0.1006
C -3.181 -0.752 -0.478 0.3 -0.5 -0.1 -0.0523
H 3.000 -1.550 2.575 -0.1 -0.1 -0.1 0.0923
H 2.276 -3.152 2.828 -0.1 0.3 -0.1 0.0945
H 1.697 -2.142 1.492 0.2 0.0 0.2 0.0631
H -1.024 -2.008 4.076 0.1 -0.2 -0.1 0.0831
H -0.737 -2.118 2.337 0.1 -0.1 0.2 0.0605
H -0.112 -3.397 3.412 0.0 0.2 0.1 0.0935
H 0.854 -1.387 5.655 0.1 0.0 0.0 0.0752
H 1.757 -2.797 5.084 -0.1 0.1 -0.1 0.0887
H 2.503 -1.192 5.013 -0.1 0.0 0.1 0.0933
H -0.620 -0.050 4.950 0.1 0.2 -0.1 0.1074
H -1.334 2.313 4.685 0.2 -0.2 -0.1 0.1124
H -0.213 3.746 3.063 0.4 -0.2 0.2 0.0964
H 1.192 3.233 -0.174 0.3 0.1 0.0 0.0716
H 2.708 4.164 -0.106 -0.1 -0.2 0.0 0.0924
H 2.781 2.411 -0.159 -0.2 0.1 -0.1 0.0567
H 3.495 3.026 3.436 0.1 -0.1 -0.2 0.0950
H 3.868 1.956 2.066 0.0 0.2 0.1 0.0665
H 4.274 3.690 1.982 -0.2 -0.1 0.0 0.0926
H 1.734 4.873 3.193 -0.1 -0.1 -0.2 0.0926
H 2.454 5.393 1.658 -0.1 -0.2 0.1 0.0888
H 0.746 4.913 1.690 0.3 0.1 0.2 0.0792
H 3.539 0.450 0.573 -0.2 -0.1 -0.2 0.1211
H 2.890 -0.411 -1.940 -0.1 0.0 0.1 0.1162
H -3.178 1.341 -2.446 0.1 0.1 -0.2 0.0795
H -2.570 2.914 -3.005 0.1 -0.3 0.0 0.0929
H -2.761 1.586 -4.164 0.1 0.1 0.2 0.0808
H 0.982 1.651 -3.516 -0.2 0.1 -0.2 0.0900
H -0.246 1.562 -4.821 0.1 0.1 0.2 0.0924
H -0.087 3.045 -3.841 0.0 -0.2 0.0 0.0912
H 0.280 1.775 -1.115 -0.1 0.1 0.0 0.0629
H -0.778 3.129 -1.568 0.1 -0.2 0.0 0.1000
H -1.444 1.737 -0.716 0.3 0.1 -0.2 0.0490
H -2.732 -0.409 -3.966 0.4 0.2 0.0 0.1058
H -1.864 -2.247 -5.364 0.2 0.2 0.1 0.1136
H 0.439 -3.036 -4.967 -0.3 0.0 0.4 0.1032
H 0.909 -4.678 -4.146 0.0 0.0 0.3 0.0723
H 1.764 -5.383 -2.778 0.0 0.2 0.0 0.0857
H 0.124 -4.755 -2.557 0.1 0.0 -0.1 0.0848
H 2.726 -2.627 -0.837 -0.2 0.0 0.1 0.0674
H 1.095 -3.334 -0.575 0.3 0.1 -0.1 0.0647
H 2.461 -4.353 -1.042 -0.1 0.3 0.0 0.0914
H 3.342 -1.955 -3.255 0.0 -0.2 -0.1 0.0696
H 3.657 -3.702 -3.378 -0.1 0.1 0.1 0.0924
H 2.636 -2.894 -4.579 0.1 0.0 0.2 0.0838
H -1.202 0.236 1.438 0.1 -0.3 -0.1 0.1044
H -0.731 -3.019 0.147 -0.2 0.1 -0.3 0.0943
H -2.134 -4.372 -1.435 -0.1 0.3 0.1 0.1002
H -4.147 -3.336 -2.482 0.1 0.1 0.3 0.1016
H -4.889 -1.065 -1.728 0.1 -0.2 0.1 0.1051
H -3.520 0.220 -0.126 0.1 -0.2 -0.4 0.0799
O -5.386 3.398 3.639 1.2 -0.5 -1.5 0.1625
C -4.561 3.190 2.784 -0.3 1.5 1.1 -0.3882
C -4.155 1.987 2.051 0.9 -0.7 -0.8 0.0769
C -3.057 2.261 1.317 -1.1 -0.3 0.6 0.0563
C -2.723 3.678 1.514 1.4 1.7 -0.2 -0.4065
O -1.776 4.323 1.094 -2.0 -1.2 0.7 0.1310
O -3.681 4.225 2.354 -0.1 -0.4 0.1 0.1140
H -4.663 1.036 2.152 0.0 0.1 0.0 0.1327
H -2.460 1.628 0.682 -0.1 0.0 0.2 0.0568